--- w ---
Entry from the OMol25 dataset: 2 unconnected molecules or ions with the total composition C3H13N4 (ωB97M-V with the def2-TZVPD basis set).

Last column: natural (NBO) charge in e.
Cartesian coordinates (Å):
H  0.01  -2.43  0.07  0.4116
N  -0.77  1.20  -0.20  -0.6376
H  3.03  -0.88  0.27  0.2555
H  -2.51  -0.13  -1.05  0.3988
H  2.31  1.15  -1.12  0.2357
H  -3.32  -0.08  0.32  0.3821
H  -3.27  -1.57  -0.37  0.3998
H  -1.29  0.86  0.58  0.3778
N  0.50  0.72  -0.25  -0.1946
H  1.21  2.66  -0.75  0.2439
H  2.09  1.81  0.50  0.2204
H  -0.72  2.23  0.08  0.3794
H  -1.27  -1.31  0.03  0.4389
N  -2.72  -0.63  -0.21  -1.1029
C  1.62  1.66  -0.55  -0.4122
H  2.12  -2.13  -0.25  0.2224
C  2.27  -1.13  -0.42  -0.6441
C  0.68  -0.62  -0.23  0.5372
H  2.60  -1.10  -1.45  0.2504
N  -0.30  -1.45  0.04  -0.7627

Calculated values
Total charge: +1
Gap between HOMO and LUMO (eV): 10.36
HOMO (eV): -13.03

***

--- x ---
Entry from the OMol25 dataset: 2 unconnected molecules or ions with the total composition C3H13N4 (ωB97M-V with the def2-TZVPD basis set).

Last column: natural (NBO) charge in e.
Cartesian coordinates (Å):
N  -1.96  -0.69  1.11  -0.7876
H  2.77  2.17  1.29  0.3756
N  2.44  1.85  0.38  -0.8338
H  2.16  2.65  -0.17  0.3584
H  -0.07  2.16  0.45  0.3577
H  -0.04  -0.93  0.63  0.2134
C  -1.28  -1.42  -1.10  -0.2634
H  -2.99  -0.80  0.84  0.3938
H  -0.11  -2.17  -2.59  0.4295
H  -2.23  -1.41  -1.66  0.2390
N  0.12  1.35  0.98  -0.8676
C  -1.04  -1.05  0.21  0.1037
H  0.73  -1.61  -1.34  0.4423
C  1.39  0.89  0.45  -0.0553
H  0.12  -0.57  -2.47  0.4302
H  1.21  0.43  -0.54  0.1283
H  0.32  1.77  1.93  0.3714
H  1.79  0.07  1.09  0.1883
H  -1.75  0.23  1.48  0.4295
N  -0.07  -1.45  -1.94  -0.6534

Calculated values
Total charge: +1
Gap between HOMO and LUMO (eV): 9.34
HOMO (eV): -12.73

***

--- y ---
Entry from the OMol25 dataset: 2 unconnected molecules or ions with the total composition C3H13N4 (ωB97M-V with the def2-TZVPD basis set).

Last column: natural (NBO) charge in e.
Cartesian coordinates (Å):
C  0.64  0.96  -0.40  0.5413
H  -1.74  -2.58  2.64  0.2006
H  0.17  -0.70  -1.41  0.4435
H  -2.52  -1.39  1.65  0.2040
H  2.25  0.73  -1.64  0.2364
H  0.18  1.31  1.46  0.4080
C  -1.66  -2.12  1.75  -0.4005
C  1.29  1.39  -1.62  -0.3089
H  -0.19  -0.63  0.46  0.4129
H  0.87  2.68  0.66  0.4385
N  0.55  1.70  0.65  -0.7098
N  0.14  -0.28  -0.48  -0.7625
H  -1.69  -2.83  0.92  0.2146
N  0.41  0.91  -2.73  -0.8510
H  1.67  2.37  -1.82  0.2323
H  0.41  -1.80  1.66  0.3816
H  -0.42  -0.73  2.63  0.3809
N  -0.42  -1.30  1.74  -0.8355
H  0.65  1.34  -3.60  0.3948
H  -0.59  0.95  -2.53  0.3787

Calculated values
Total charge: +1
Gap between HOMO and LUMO (eV): 10.54
HOMO (eV): -13.39

***

Relative energies with respect to the most stable structure, expressed in hartree: w 0.0532; x 0.0432; y 0.0000.

***

--- w ---
Entry from the OMol25 dataset: a molecular structure, C2H8N3O (ωB97M-V with the def2-TZVPD basis set).

Last column: natural (NBO) charge in e.
Cartesian coordinates (Å):
H  1.16  -0.71  1.22  0.2240
H  3.01  -2.24  -0.39  0.0449
N  -0.11  0.78  0.66  -0.5050
H  -2.61  1.28  -1.44  0.4286
N  -1.86  0.80  -0.96  -0.8087
O  -0.15  -1.30  -0.26  -0.6063
H  -2.11  3.18  0.15  0.3839
H  0.27  -2.18  -0.22  0.5499
C  0.34  -0.43  0.57  0.5557
C  -1.20  1.46  0.01  0.5519
H  -1.56  -0.08  -1.34  0.4212
H  2.90  -1.53  -0.10  -0.0433
N  -1.37  2.60  0.51  -0.6761
H  0.30  1.43  1.33  0.4793

Calculated values
Total charge: +1
Gap between HOMO and LUMO (eV): 9.38
HOMO (eV): -14.05

***

--- x ---
Entry from the OMol25 dataset: 3 unconnected molecules or ions with the total composition C2H8N3O (ωB97M-V with the def2-TZVPD basis set).

Last column: natural (NBO) charge in e.
Cartesian coordinates (Å):
H  2.04  -0.20  0.07  0.4428
C  -3.57  -0.31  -0.86  0.2662
N  3.11  -0.20  -0.45  -0.9329
H  3.70  -0.99  -0.33  0.4269
C  -0.10  0.43  1.04  0.7529
H  1.23  -0.77  1.65  0.4282
O  -3.54  -0.70  0.29  -0.5007
N  -1.19  1.01  0.94  -0.6125
H  -1.89  1.70  1.07  0.4771
H  -4.42  -0.50  -1.51  0.1365
H  3.66  0.68  -0.28  0.4439
N  0.98  -0.13  0.94  -0.8548
H  -2.74  0.29  -1.21  0.1008
H  2.74  -0.29  -1.38  0.4255

Calculated values
Total charge: +1
Gap between HOMO and LUMO (eV): 9.43
HOMO (eV): -12.89

***

Relative energies with respect to the most stable structure, expressed in hartree: w 0.0000; x 0.0285.